Entry 1:
36
Properties=species:S:1:pos:R:3 method="wB97M-V/def2-TZVPD" smiles="CC(=O)OCC[C@@H](C)CCC=C(C)C" de_lowest_kj_mol=92.9 multiplicity=1 lumo_energy_ha=0.03087 largest_force_ev_per_a=0.68
C 2.32799 2.57759 -0.04738
C 2.80573 1.17209 0.20927
O 3.46369 0.82629 1.15430
O 2.38963 0.34894 -0.75838
C 2.67649 -1.04137 -0.60350
C 1.73102 -1.69625 0.40245
C 0.25425 -1.50589 0.03244
C -0.14146 -2.43211 -1.11487
C -0.64646 -1.72920 1.25349
C -2.01330 -1.04571 1.10906
C -1.85874 0.44302 1.06515
C -2.05664 1.25993 0.03752
C -2.51492 0.84005 -1.32838
C -1.81670 2.73787 0.16287
H 2.30539 2.77701 -1.11430
H 2.97205 3.28516 0.46543
H 1.31709 2.66951 0.34606
H 3.71256 -1.15650 -0.26801
H 2.56285 -1.46534 -1.60213
H 1.92523 -1.24474 1.37727
H 1.97461 -2.75793 0.46825
H 0.12327 -0.46837 -0.29172
H 0.45448 -2.23071 -2.00131
H 0.00426 -3.47284 -0.83054
H -1.18626 -2.29227 -1.37808
H -0.78826 -2.80024 1.41365
H -0.15721 -1.32347 2.14208
H -2.62350 -1.30903 1.97793
H -2.52113 -1.42033 0.22193
H -1.50988 0.86986 1.99839
H -3.24810 1.54924 -1.70945
H -2.96139 -0.14913 -1.32769
H -1.66987 0.83329 -2.01786
H -1.38536 2.99035 1.12857
H -2.75509 3.28201 0.05345
H -1.14633 3.07918 -0.62595

---

Entry 2:
40
Properties=species:S:1:pos:R:3 method="wB97M-V/def2-TZVPD" smiles="C/C=C/C=C/C(=O)OCCC[Si](OC)(OC)OC" de_lowest_kj_mol=0.0 multiplicity=1 lumo_energy_ha=0.01280 largest_force_ev_per_a=2.59
C -4.03153 -5.62309 -0.59632
C -3.81913 -4.18290 -0.70200
C -3.25317 -3.46490 0.27396
C -2.87992 -2.07944 0.07270
C -2.33003 -1.33329 1.02323
C -2.02497 0.07127 0.78793
O -2.43361 0.58823 -0.24093
O -1.26724 0.68802 1.69103
C -0.90588 1.94983 1.20052
C 0.32116 2.44613 1.97084
C 1.57647 1.62250 1.78425
Si 2.43341 1.84698 0.10030
O 1.28878 1.35088 -0.98271
C 0.76571 0.06079 -1.07712
O 3.62819 0.71529 0.03151
C 4.44850 0.63211 -1.05714
O 3.10556 3.40455 -0.12474
C 3.08218 3.99007 -1.40494
H -5.00600 -5.81844 -0.15997
H -3.29090 -6.07403 0.06827
H -3.98302 -6.08791 -1.58853
H -4.18483 -3.74191 -1.62072
H -2.93965 -3.95769 1.19011
H -3.09936 -1.65798 -0.89522
H -2.14238 -1.73639 2.01026
H -1.78778 2.60185 1.36917
H -0.66042 1.94271 0.12505
H 0.08099 2.54525 3.01835
H 0.47964 3.48433 1.71050
H 2.33385 1.88483 2.51569
H 1.39861 0.55682 1.85513
H 1.49658 -0.62095 -1.56673
H -0.16886 0.13120 -1.64674
H 0.56694 -0.32531 -0.05933
H 4.43623 1.57916 -1.64828
H 5.45986 0.45114 -0.65141
H 4.12997 -0.23397 -1.62520
H 2.89604 3.19486 -2.12598
H 4.02774 4.49564 -1.59117
H 2.25226 4.70378 -1.43362

---

Entry 3:
71
Properties=species:S:1:pos:R:3 method="wB97M-V/def2-TZVPD" multiplicity=1 lumo_energy_ha=-0.43714 total_charge=+2 largest_force_ev_per_a=2.71
N -0.22304 1.93479 0.37310
P 0.90028 1.18899 -0.35439
O 2.27897 1.98989 -0.38694
O 0.50732 0.89472 -1.84069
O 1.27093 -0.23819 0.47410
S 2.50485 -1.24420 0.06046
O 3.78887 -0.48392 -0.00031
O 2.13351 -1.55617 -1.48197
S 3.04266 -0.90612 -2.74529
H -0.56305 1.44161 1.18763
H 2.02158 2.92319 -0.48341
H 1.23749 0.96333 -2.48604
H 4.22674 -1.52720 -2.64567
Al 3.60644 0.20809 1.83842
C 6.62867 -3.82446 4.36406
C 5.99986 -4.34562 3.08868
O 4.73025 -3.65235 3.06614
C 4.86573 -2.54003 3.80812
O 4.04348 -1.66221 3.86729
O 6.01776 -2.52391 4.47263
H 7.70902 -3.74490 4.31117
H 6.35915 -4.41074 5.23878
H 6.56625 -4.06902 2.19923
H 5.85019 -5.42005 3.09519
O -2.06541 1.32347 3.50916
H -1.20865 1.70282 3.29442
H -2.25695 0.70448 2.78218
O 2.03552 -6.74921 5.75517
S 2.70232 -5.46157 5.59438
O 4.10765 -5.63790 5.25207
O 2.60676 -4.76249 6.87060
O 2.03941 -4.72227 4.52831
C -0.20481 -0.56904 -5.94782
C -0.12752 0.12417 -4.62586
O 1.02198 0.96632 -4.54150
H 0.69266 -1.15143 -6.15397
H -1.07991 -1.21752 -6.02605
H -0.27957 0.24413 -6.79156
H -0.04665 -0.62854 -3.83019
H -1.02842 0.71976 -4.44119
H 0.95790 1.63550 -5.23819
Cl 0.29352 1.40057 -8.17226
C -1.07675 4.80949 -4.08856
N -0.86686 3.73202 -5.09811
O 0.23681 3.58614 -5.59709
O -1.81458 3.03144 -5.37926
H -0.14821 5.34973 -3.95520
H -1.85325 5.46037 -4.47477
H -1.39630 4.33411 -3.17136
Al -1.70371 1.01373 -9.80694
B -3.60198 0.63284 -1.32175
O -2.87663 1.74233 -2.00132
C -3.72338 2.50891 -2.64501
O -3.46504 3.47012 -3.29060
C -5.18583 1.90117 -2.39932
O -6.18927 2.34600 -2.83809
O -5.02989 0.83566 -1.65044
O -3.08634 -0.66200 -1.78629
C -2.63049 -1.35969 -0.74905
O -2.14265 -2.44335 -0.77616
C -2.86622 -0.48175 0.53436
O -2.60130 -0.78539 1.66226
O -3.41378 0.64903 0.14045
Br -5.48735 0.39358 4.24134
C -4.42093 1.14320 5.66370
C -5.24015 2.10374 6.47112
Br -5.47629 3.75588 5.49341
H -3.55295 1.59330 5.18931
H -4.09522 0.29437 6.26607
H -4.72497 2.37324 7.39287
H -6.23120 1.73290 6.71058

---

Entry 4:
43
Properties=species:S:1:pos:R:3 method="wB97M-V/def2-TZVPD" de_lowest_kj_mol=0.0 multiplicity=1 lumo_energy_ha=-0.25466 total_charge=+2 largest_force_ev_per_a=1.86
Al 0.21842 -0.38723 -0.22649
P -0.78384 -1.27241 1.72043
C -1.84828 -2.27217 0.62207
C -2.45221 -1.41426 -0.47156
N -1.58954 -0.53224 -1.04627
C -2.00690 0.22013 -2.09334
C -3.28245 0.08653 -2.62380
C -4.15864 -0.83835 -2.06769
C -3.73264 -1.60941 -0.98322
C -0.97485 1.13574 -2.70976
P 0.72881 0.69813 -2.20066
H -4.39431 -2.35262 -0.50941
H -3.54800 0.73328 -3.46045
H -5.13559 -0.98497 -2.51858
H -1.05028 1.07586 -3.80693
H -1.19053 2.18597 -2.45152
H -1.13491 -2.98210 0.14642
H -2.60467 -2.80250 1.20825
H 1.65406 -2.77840 -1.21893
O 0.73434 -2.74753 -0.78813
H 0.34844 -3.62884 -0.95949
H 3.10213 -1.28803 -1.29403
O 3.02948 -2.15251 -1.76305
H 3.92413 -2.39227 -2.08284
C 1.18420 -0.42687 -3.54234
H 1.04950 0.04182 -4.52655
H 2.22984 -0.73480 -3.44276
H 0.55643 -1.32696 -3.51611
C 1.68999 2.22743 -2.33872
H 2.72933 2.02649 -2.06088
H 1.69116 2.64512 -3.35106
H 1.29998 2.98726 -1.65291
C -1.88648 -0.15289 2.63758
H -2.48301 -0.73371 3.36417
H -1.27923 0.60192 3.17195
H -2.57122 0.37326 1.94939
C -0.04300 -2.42363 2.89767
H 0.73439 -1.89117 3.46391
H -0.80816 -2.80157 3.59055
H 0.42767 -3.25912 2.35702
Se 1.36886 3.28867 2.62159
C 0.87971 2.07004 1.45169
N 0.63093 1.19163 0.66953

---

Entry 5:
55
Properties=species:S:1:pos:R:3 method="wB97M-V/def2-TZVPD" s2=6.040 de_lowest_kj_mol=0.0 multiplicity=5 lumo_energy_ha="-0.07044 / -0.12547" largest_force_ev_per_a=2.88
Ru -0.23327 0.31607 0.44267
C -0.75837 3.25770 3.48445
C -0.78806 2.46830 2.21695
N -0.50319 1.17215 2.18950
O -0.07230 0.54826 3.32083
B 1.12021 -0.29854 3.02244
F 1.80265 -0.56607 4.15416
F 1.90493 0.43408 2.05972
O 0.72892 -1.59660 2.33422
N 0.56972 -1.34945 1.01723
C 1.05181 -2.14971 0.11149
C 1.60664 -3.49191 0.42784
C 1.12902 -1.53130 -1.18877
N 0.59710 -0.31265 -1.27548
O 1.31324 0.50126 -2.12820
B 0.79702 1.50853 -3.05813
F 1.88053 2.18721 -3.52452
F 0.08237 0.91258 -4.11870
O -0.12253 2.53050 -2.43551
N -0.93673 2.14202 -0.09927
C -1.10084 3.01213 0.95337
C -1.55440 4.42496 0.77092
C 1.94481 -2.08105 -2.29749
H -0.58069 2.58688 4.31971
H -1.70213 3.78101 3.63960
H 0.04424 3.99620 3.45551
H 1.43376 -3.71172 1.47745
H 2.67861 -3.52612 0.22933
H 1.11140 -4.24532 -0.18518
H -1.28499 4.79366 -0.21637
H -1.09753 5.06370 1.52507
H -2.63942 4.50703 0.88422
H 1.91776 -3.16846 -2.29754
H 2.97954 -1.74361 -2.19290
H 1.57228 -1.69869 -3.24778
S -2.58779 0.96913 -2.23879
Sb -1.70458 -0.92189 -3.81179
S -1.42183 2.55053 -1.63040
S -1.79867 -2.82585 -2.51878
C -4.40935 1.59111 0.93018
Ge -3.53929 0.06584 1.83310
C -3.14047 0.46786 3.72470
C -4.80667 -1.45141 1.77759
C -1.99639 -0.68998 0.81806
H -5.30760 1.86468 1.48511
H -4.70722 1.30209 -0.07582
H -3.76330 2.46604 0.86289
H -3.99819 0.17247 4.32894
H -2.95276 1.52923 3.87924
H -2.27005 -0.08749 4.06545
H -5.75847 -1.16307 2.22419
H -4.41375 -2.30367 2.33186
H -4.98791 -1.76629 0.74994
H -2.40494 -0.98712 -0.14731
H -1.73536 -1.60224 1.35915